Entry 1:
DFT (ωB97M-V with the def2-TZVPD basis set) results for a cluster of 9 separate species, H17O12P in total at a distorted geometry.

Properties
E_LUMO = 3.9356 eV
total charge = -2
electronic energy = -1254.42114 Ha
E_HOMO = 2.06 eV

Cartesian coordinates (Å):
O 0.4948 0.8111 0.2854
H 0.8374 0.7592 -0.6099
H -0.4548 0.6754 0.2490
H 0.8876 0.2761 0.9791
P -2.9959 1.2875 0.0959
O -1.9729 0.1679 0.0574
O -4.3923 0.8584 -0.3030
O -2.4780 2.3964 -0.8404
O -3.0196 2.1771 1.3803
O -1.9320 -0.8115 -2.3031
H -1.6068 -0.1402 -2.9029
H -2.0609 -0.3505 -1.4742
O 1.3427 -2.0186 -0.2822
H 2.1984 -1.6913 -0.5593
H 1.1492 -2.7308 -0.8917
O 3.9162 -0.4813 2.9841
H 4.1264 -0.8798 3.8286
H 2.9756 -0.3092 3.0274
O 2.0462 0.3476 -1.7725
H 2.8460 -0.1580 -1.9170
H 2.2105 1.1854 -2.2054
O -1.7483 -2.0528 1.3341
H -1.6731 -2.7063 0.6388
H -1.9091 -1.2294 0.8732
O 1.1020 -0.4312 2.5299
H 1.5251 -1.2690 2.7182
H 0.2213 -0.5199 2.8940
O -0.2317 2.0471 -2.6234
H -0.4223 2.8184 -3.1573
H -0.9816 1.9724 -2.0333



Entry 2:
DFT (ωB97M-V with the def2-TZVPD basis set) results for an isolated molecule of C6H10N2 at a distorted geometry.

Properties
E_LUMO (alpha / beta) = -0.5201 / -0.5200 eV
electronic energy = -343.94298 Ha
E_HOMO (alpha / beta) = -7.83 / -7.83 eV
SMILES = [H]/N=C\C(C)=C(\N)C=C

Cartesian coordinates (Å):
H -2.5022 -1.0914 0.5320
N -1.7252 -1.5643 1.0020
C -0.5583 -1.2181 0.4906
C 0.0636 0.0946 0.8840
C 0.2160 0.5217 2.3008
C 0.2272 0.7876 -0.2351
N 0.9499 1.8707 -0.5891
C -0.4102 -0.2707 -1.3928
C 0.3031 -0.8595 -2.3662
H 0.2190 -1.9866 0.3234
H 0.2559 1.6087 2.4051
H -0.6215 0.1436 2.8944
H 1.1327 0.0955 2.7198
H 0.7822 2.2446 -1.5177
H 1.9275 1.8592 -0.3189
H -1.4205 0.0775 -1.6076
H 1.2622 -1.3236 -2.1603
H -0.1014 -0.9895 -3.3644



Entry 3:
DFT (ωB97M-V with the def2-TZVPD basis set) results for a structure of composition C37H39Br2N4OS2SeSiY.

Properties
E_LUMO = -1.3617 eV
electronic energy = -10401.42667 Ha
E_HOMO = -7.67 eV

Cartesian coordinates (Å):
Y 1.6447 1.1035 -0.2837
C -1.5153 2.7713 1.6183
C -0.2297 3.0391 2.3383
C -0.2933 3.8577 3.4929
C 0.8097 4.0505 4.2592
C 2.0120 3.3931 3.9155
C 3.1917 3.4372 4.6988
Br 3.2550 4.4777 6.2800
C 4.2916 2.7173 4.3379
C 4.2710 1.9358 3.1713
Br 5.8036 0.9269 2.7476
C 3.1691 1.8784 2.3412
O 3.1327 1.1888 1.2354
C 2.0083 2.6221 2.7365
N 0.8966 2.4879 1.9338
H -2.3066 2.6177 2.3536
H -1.4376 1.9096 0.9632
H -1.8111 3.6166 0.9942
H -1.2396 4.3111 3.7551
H 0.7748 4.6700 5.1446
H 5.1863 2.7363 4.9431
S 0.4375 -0.6491 1.9298
C -0.8712 -1.1645 1.0564
N -2.0619 -1.4529 1.5766
C -3.1802 -1.8771 0.7431
C -3.1221 -1.1260 -0.5577
N -1.8299 -1.3777 -1.1818
C -1.8645 -1.5608 -2.6432
C -2.4391 -2.9126 -2.9776
C -3.7213 -3.0309 -3.4973
C -4.2620 -4.2819 -3.7658
C -3.5190 -5.4230 -3.5119
C -2.2335 -5.3125 -2.9961
C -1.6943 -4.0649 -2.7321
C -0.7227 -1.3885 -0.4670
S 0.7972 -1.6584 -1.1192
C -2.3129 -1.4671 3.0200
C -2.6823 -2.8542 3.4778
C -1.7619 -3.8899 3.3353
C -2.0906 -5.1739 3.7340
C -3.3408 -5.4342 4.2827
C -4.2586 -4.4078 4.4290
C -3.9294 -3.1206 4.0230
H -4.1009 -1.6437 1.2776
H -3.1494 -2.9587 0.5822
H -3.2408 -0.0462 -0.4181
H -3.8962 -1.4838 -1.2337
H -0.8493 -1.4373 -3.0117
H -2.4733 -0.7499 -3.0439
H -4.2966 -2.1364 -3.7086
H -5.2595 -4.3623 -4.1755
H -3.9362 -6.3987 -3.7223
H -1.6481 -6.2021 -2.8069
H -0.6893 -3.9761 -2.3388
H -3.1203 -0.7602 3.2287
H -1.4119 -1.1106 3.5140
H -0.7841 -3.6853 2.9143
H -1.3697 -5.9726 3.6235
H -3.5947 -6.4371 4.5976
H -5.2320 -4.6056 4.8568
H -4.6482 -2.3175 4.1364
Se -0.8130 1.6668 -1.7134
C -0.3763 3.3687 -2.4625
C -0.1531 3.4996 -3.8291
C 0.1685 4.7425 -4.3473
N 0.2914 5.8492 -3.6178
C 0.0847 5.7165 -2.3108
C -0.2472 4.5213 -1.6941
H -0.2207 2.6393 -4.4818
H 0.3451 4.8505 -5.4120
H 0.1929 6.6172 -1.7161
H -0.3945 4.4933 -0.6226
C 5.2892 1.3154 -4.1218
Si 4.4515 0.8589 -2.5000
C 5.7382 1.0158 -1.1446
C 3.9555 -0.9624 -2.6058
C 2.9533 1.8521 -2.1068
H 6.1748 0.7031 -4.3011
H 5.6014 2.3616 -4.1018
H 4.6146 1.1903 -4.9711
H 6.6608 0.4952 -1.4082
H 5.3742 0.6076 -0.2009
H 5.9893 2.0633 -0.9611
H 4.7582 -1.5849 -3.0058
H 3.0785 -1.0991 -3.2439
H 3.7154 -1.3639 -1.6152
H 2.2735 1.8456 -2.9714
H 3.2437 2.9000 -1.9393



Entry 4:
DFT (ωB97M-V with the def2-TZVPD basis set) results for a structure of composition C35H50BBiN9P2S2Se at a distorted geometry.

Properties
E_LUMO (alpha / beta) = 2.1477 / 2.1476 eV
total charge = -1
electronic energy = -5976.48442 Ha
E_HOMO (alpha / beta) = -3.74 / -3.75 eV

Cartesian coordinates (Å):
Bi 9.7305 9.5273 11.5136
C 13.3199 11.0340 16.5225
C 13.9989 11.9565 15.5104
C 15.4785 11.6499 15.2918
C 13.7667 13.3832 16.0576
P 12.9967 11.8324 13.9065
C 13.4619 10.1406 13.1583
N 12.6714 8.9899 13.5993
B 11.2751 8.8155 13.4294
N 10.9773 7.5335 14.0603
C 9.6584 6.9765 14.2126
P 8.3578 8.2751 13.5801
C 7.8429 9.5388 14.9395
C 9.1154 10.2659 15.4251
C 6.8396 10.5475 14.4313
C 7.1432 8.6953 16.0178
C 6.8527 7.1276 12.8834
C 7.1338 7.0888 11.3787
C 5.4117 7.6196 13.1956
C 6.9633 5.7081 13.4639
C 12.1807 6.9046 14.4403
C 12.5245 5.7015 14.9555
C 13.8312 5.5334 15.5264
C 14.7548 6.6069 15.4753
C 14.4892 7.7237 14.6699
C 13.2118 7.8502 14.1951
C 13.7707 13.3250 12.6360
C 14.6923 12.6778 11.5835
C 14.5629 14.5205 13.2401
C 12.4656 13.8124 12.0460
H 13.9300 10.9895 17.4080
H 12.3129 11.4624 16.7901
H 13.1230 9.9787 16.1962
H 15.6117 11.2636 14.2908
H 16.2696 12.4691 15.2991
H 15.8314 10.8471 15.9707
H 14.2881 13.4698 17.0183
H 14.2812 14.1838 15.5157
H 12.7311 13.6378 16.0728
H 13.2546 10.3571 12.0973
H 14.5558 9.9785 13.2868
H 9.5177 6.0666 13.6402
H 9.4788 6.6378 15.2989
H 9.5956 10.8995 14.6736
H 8.8698 10.9454 16.2608
H 9.9058 9.5139 15.7588
H 7.1979 11.2603 13.6416
H 5.8963 10.0899 14.1086
H 6.5582 11.2502 15.2563
H 6.0498 8.7667 15.8188
H 7.4206 7.6124 16.0170
H 7.3838 9.1104 17.0232
H 6.9237 8.0279 10.8569
H 8.1678 6.8509 11.1374
H 6.5570 6.2996 10.8131
H 5.1650 8.5494 12.6652
H 4.6494 6.9327 12.8352
H 5.1727 7.7323 14.2410
H 7.7349 5.0905 13.0136
H 6.9487 5.7369 14.5630
H 6.0166 5.2254 13.1689
H 11.8037 4.9005 14.9305
H 14.1553 4.5607 15.8127
H 15.6696 6.6571 16.0335
H 15.1846 8.5181 14.4290
H 15.5498 12.1113 11.9851
H 14.1584 11.8918 11.0131
H 15.1166 13.4620 10.9205
H 15.4579 14.1046 13.7375
H 14.8184 15.2781 12.5054
H 13.9015 14.9653 13.9635
H 11.8473 12.9082 11.8019
H 11.9496 14.4086 12.8221
H 12.6965 14.4867 11.2137
N 8.5650 10.3172 6.8221
C 7.2515 10.0628 7.1206
C 7.2837 9.5163 8.3638
N 8.5823 9.4596 8.8748
C 9.3350 10.0026 7.8982
C 10.7791 10.3094 8.0416
N 11.4299 10.1171 9.1375
C 12.7456 10.4202 8.8854
C 12.9185 10.7127 7.5929
N 11.6557 10.6866 7.0100
H 8.9187 10.7566 5.9500
H 6.4363 10.3558 6.4885
H 6.4422 9.2304 8.9671
H 13.4901 10.3305 9.7157
H 13.8529 10.9976 7.0546
H 11.4508 10.6047 5.9900
S 8.8238 12.2043 11.7504
C 7.5056 12.1285 10.6709
C 6.5365 11.1746 11.0303
N 5.8737 10.2252 11.1999
C 7.2874 13.0295 9.5849
S 8.2220 14.2200 8.8696
C 6.1109 12.7134 8.8587
N 5.1009 12.3347 8.3743
Se 11.2470 5.4509 8.3031
C 10.8319 6.5638 9.6679
N 10.6857 7.3757 10.5235



Question: What is the electronic energy in the first record?
Answer: -1254.42114 Ha